{
  "formula": "C66H83N7O22",
  "method": "the ωB97M-V functional and the def2-TZVPD basis",
  "species": ["C", "C", "C", "C", "C", "C", "N", "O", "O", "H", "H", "H", "H", "H", "C", "C", "C", "C", "C", "C", "N", "O", "O", "H", "H", "H", "H", "H", "C", "C", "C", "C", "C", "C", "N", "O", "O", "H", "H", "H", "H", "H", "C", "C", "C", "C", "C", "C", "N", "O", "O", "H", "H", "H", "H", "H", "C", "C", "C", "C", "C", "C", "N", "O", "O", "H", "H", "H", "H", "H", "C", "C", "C", "C", "C", "C", "N", "O", "O", "H", "H", "H", "H", "H", "C", "C", "C", "C", "C", "C", "N", "O", "O", "H", "H", "H", "H", "H", "C", "C", "O", "C", "H", "H", "H", "H", "H", "H", "C", "C", "O", "C", "H", "H", "H", "H", "H", "H", "C", "C", "O", "C", "H", "H", "H", "H", "H", "H", "C", "C", "O", "C", "H", "H", "H", "H", "H", "H", "C", "C", "O", "C", "H", "H", "H", "H", "H", "H", "C", "C", "O", "C", "H", "H", "H", "H", "H", "H", "C", "C", "O", "C", "H", "H", "H", "H", "H", "H", "C", "C", "O", "C", "H", "H", "H", "H", "H", "H"],
  "positions_angstrom": [[21.67462, -0.65351, 6.22653], [23.03141, -0.50715, 6.15093], [23.87130, -1.57717, 5.88464], [23.34268, -2.85593, 5.83495], [21.91862, -3.03815, 5.92817], [21.09878, -1.89058, 6.07373], [24.17573, -4.06560, 5.60447], [23.56501, -5.11602, 5.39586], [25.39904, -3.98597, 5.78878], [21.02081, 0.20394, 6.28749], [23.41808, 0.49842, 6.22654], [24.92732, -1.40798, 5.73425], [21.45759, -4.01279, 5.86562], [20.03060, -1.98667, 6.20082], [28.75599, -4.82829, 2.61493], [27.64550, -4.20246, 2.07336], [27.46576, -3.89143, 0.71645], [28.48010, -4.37636, -0.18270], [29.64809, -4.94217, 0.40646], [29.79328, -5.15184, 1.79665], [28.41351, -4.20884, -1.62303], [27.33149, -3.78129, -2.12093], [29.39329, -4.44966, -2.35575], [28.85157, -5.05170, 3.66724], [26.79797, -4.02313, 2.71829], [26.52645, -3.45856, 0.40546], [30.50711, -5.24228, -0.17527], [30.68749, -5.64195, 2.15246], [26.87890, -8.57534, 8.27890], [27.64928, -9.63100, 7.86253], [28.04994, -9.63467, 6.53666], [27.81054, -8.57388, 5.67806], [27.13581, -7.42741, 6.14159], [26.68281, -7.45728, 7.45488], [28.25359, -8.63809, 4.25981], [29.20947, -9.40325, 4.01880], [27.64907, -7.99187, 3.40614], [26.41869, -8.53185, 9.25497], [27.93053, -10.44514, 8.51405], [28.61404, -10.48280, 6.17767], [26.90486, -6.56957, 5.52745], [26.08104, -6.64052, 7.82524], [22.08623, 1.91711, 13.16058], [23.30863, 1.46560, 12.75837], [23.62927, 1.36762, 11.40471], [22.68776, 1.73844, 10.43960], [21.44386, 2.28475, 10.86964], [21.16926, 2.35147, 12.18790], [23.00064, 1.48536, 9.05401], [22.20296, 1.94927, 8.22464], [23.99107, 0.84905, 8.72236], [21.84677, 1.90700, 14.21365], [24.04202, 1.16343, 13.49134], [24.62136, 1.05665, 11.11239], [20.60611, 2.50435, 10.22439], [20.16618, 2.63364, 12.47183], [20.39976, -0.93385, 2.76412], [21.00969, 0.29055, 2.76265], [22.36361, 0.38102, 2.65429], [23.18469, -0.75280, 2.65532], [22.56193, -2.00435, 2.66422], [21.18554, -2.10748, 2.68769], [24.65628, -0.52374, 2.70634], [25.07796, 0.65664, 2.65245], [25.33946, -1.57687, 2.86968], [19.34362, -1.05923, 2.95185], [20.37349, 1.15696, 2.86742], [22.84685, 1.34661, 2.67720], [23.08860, -2.94379, 2.74467], [20.79319, -3.11196, 2.74678], [30.89950, -6.75109, 8.73886], [32.03240, -7.49441, 9.12989], [32.00876, -8.26195, 10.29362], [30.76573, -8.30009, 11.04336], [29.62642, -7.65745, 10.55820], [29.69899, -6.89102, 9.42185], [30.66848, -9.05834, 12.29307], [31.35323, -10.08383, 12.49112], [29.93487, -8.61583, 13.17414], [30.87401, -6.14206, 7.84732], [32.96994, -7.44733, 8.59583], [32.85324, -8.84963, 10.62206], [28.70993, -7.66838, 11.12944], [28.84358, -6.31350, 9.10381], [27.12264, 0.52855, 6.43730], [27.08478, -0.03464, 7.70697], [27.43894, -1.33673, 7.90996], [27.84474, -2.18335, 6.85014], [27.86704, -1.58778, 5.58906], [27.48944, -0.25909, 5.38284], [28.17514, -3.64778, 7.04566], [28.91200, -4.22325, 6.26720], [27.64127, -4.25824, 7.96063], [26.83064, 1.54861, 6.23580], [26.83804, 0.62583, 8.52508], [27.43245, -1.73117, 8.91533], [28.14668, -2.19987, 4.74434], [27.37026, 0.22414, 4.42436], [30.99567, 0.31079, 11.32282], [30.26573, 0.69468, 10.03407], [30.78741, 0.45195, 8.94740], [28.90676, 1.25495, 10.15319], [31.65995, -0.52303, 11.09570], [30.33520, 0.03614, 12.14528], [31.55859, 1.12846, 11.77296], [28.52185, 1.67074, 9.22203], [28.92673, 2.02388, 10.92549], [28.20934, 0.48046, 10.47239], [32.90630, -5.28978, 4.73752], [32.58989, -6.70489, 5.30277], [33.45811, -7.39938, 5.83022], [31.21284, -7.21181, 5.03654], [32.10880, -4.57313, 4.93372], [33.05484, -5.48872, 3.67618], [33.85843, -4.91769, 5.11582], [30.47065, -6.41357, 5.02767], [30.99606, -8.03445, 5.71798], [31.22270, -7.61212, 4.02276], [27.83842, 4.24921, 2.45851], [29.12431, 3.63063, 1.90646], [29.82499, 4.13725, 1.04839], [29.51320, 2.24497, 2.50714], [26.94597, 3.71802, 2.12765], [27.83728, 5.29947, 2.16687], [27.85584, 4.25840, 3.54833], [28.61422, 1.66867, 2.72578], [30.13850, 2.37764, 3.39003], [30.06004, 1.63445, 1.78857], [31.72078, -1.87993, 6.82275], [32.72868, -2.89577, 7.13553], [32.30758, -3.95454, 7.46045], [34.20917, -2.65490, 6.92537], [30.71022, -2.19500, 7.08273], [31.79860, -1.73657, 5.74502], [32.01294, -0.95230, 7.31495], [34.82994, -2.81642, 7.80665], [34.30439, -1.59306, 6.69835], [34.60181, -3.25135, 6.10185], [31.87529, -3.02478, 10.73741], [30.42979, -3.18391, 11.11467], [30.11812, -3.47395, 12.26517], [29.42256, -2.85636, 10.04646], [32.20419, -3.91049, 10.19385], [32.44572, -3.00170, 11.66594], [31.99062, -2.17959, 10.05885], [28.42466, -3.14988, 10.37225], [29.57195, -3.35130, 9.08687], [29.49769, -1.77018, 9.99490], [25.86178, -3.94902, 10.84557], [25.26823, -2.62136, 10.38422], [25.21625, -1.61550, 11.06807], [24.66803, -2.57788, 8.99153], [26.35150, -4.51530, 10.05336], [24.93392, -4.49796, 11.00632], [26.47720, -3.94049, 11.74517], [25.44574, -3.02470, 8.37215], [24.36109, -1.55829, 8.75846], [23.79827, -3.23139, 8.92408], [30.20352, 4.39107, 8.65008], [29.59584, 4.46096, 7.28038], [28.96503, 5.43575, 6.93167], [29.73358, 3.26562, 6.41735], [31.23589, 4.65653, 8.42239], [30.13437, 3.41773, 9.13581], [29.85341, 5.23938, 9.23821], [29.31708, 2.43962, 6.99385], [30.70667, 3.15817, 5.93812], [29.07614, 3.39588, 5.55776], [23.49949, 5.59536, 6.01921], [24.56914, 4.54893, 6.24967], [25.48895, 4.75753, 6.97047], [24.43432, 3.23760, 5.41504], [23.53912, 5.90996, 4.97635], [23.69903, 6.52101, 6.55907], [22.52522, 5.17401, 6.26694], [24.85051, 3.33548, 4.41239], [23.48603, 2.70276, 5.36216], [24.99403, 2.49061, 5.97792]],
  "forces_ev_per_a": [[-0.7, 0.2, -0.4], [0.6, 0.6, -0.5], [0.4, -0.4, 0.3], [-2.2, -0.2, -0.4], [0.8, 1.2, 0.0], [0.9, -1.8, 0.5], [0.2, -0.6, 1.1], [1.0, 1.2, -0.1], [-1.5, 0.0, -0.6], [0.1, 0.2, 0.3], [0.3, -0.1, 0.0], [0.2, -0.1, 0.1], [0.2, -0.1, 0.0], [-0.1, -0.2, -0.3], [-0.1, 0.3, 0.3], [-1.1, 0.3, -0.4], [1.4, -1.7, -0.4], [0.8, 0.3, 2.6], [-0.3, 0.2, -0.1], [0.0, 0.0, -2.0], [-1.0, 1.0, -3.2], [2.1, -1.0, 1.7], [-1.4, 0.1, 2.0], [-0.4, 0.1, 0.2], [0.0, 0.3, 0.2], [0.2, 0.1, -0.3], [-0.3, 0.1, -0.5], [0.1, 0.1, 0.1], [-0.2, 1.2, 0.2], [-0.2, 0.1, -0.5], [1.0, -0.5, -0.5], [-0.6, 1.0, 0.3], [0.1, -0.8, 0.1], [-0.3, -0.6, -0.2], [0.7, -1.1, -0.6], [-1.6, 1.3, 0.3], [0.7, -0.5, 1.2], [0.2, -0.2, 0.2], [-0.2, -0.1, 0.0], [0.0, 0.0, -0.2], [0.2, -0.1, -0.2], [0.1, 0.2, 0.0], [-0.6, 0.3, -0.3], [0.7, -0.2, -0.3], [-0.2, 0.4, -0.5], [0.0, 0.0, 1.9], [0.6, -0.9, -1.8], [-0.2, -0.3, 1.8], [-0.8, 0.6, -1.8], [0.6, -0.4, 0.7], [-0.3, 0.4, 0.7], [-0.2, 0.2, 0.0], [0.1, -0.1, 0.0], [-0.1, -0.3, -0.1], [0.4, 0.1, -0.6], [0.0, 0.2, 0.2], [0.2, -2.2, 0.3], [-1.1, 0.2, -0.1], [1.9, 0.3, 0.3], [-1.0, 0.8, -0.3], [0.8, -0.3, 0.2], [-0.1, 1.2, 0.2], [0.7, -0.9, 0.5], [-0.5, -3.0, 0.1], [-1.1, 3.0, -0.5], [-0.2, 0.2, -0.3], [0.2, 0.3, -0.1], [0.0, 0.1, -0.1], [0.5, 0.2, -0.2], [-0.4, 0.1, -0.1], [0.0, -0.9, -0.1], [-0.3, 0.2, 0.7], [-2.4, 0.0, 0.8], [1.3, 0.0, -1.8], [0.4, -0.3, 1.3], [0.6, 0.6, -0.3], [0.6, -1.2, 2.1], [-0.8, 1.7, -1.2], [0.2, 0.0, -1.1], [0.4, 0.1, 0.0], [-0.1, 0.1, -0.3], [0.0, 0.1, 0.1], [0.0, -0.2, 0.1], [-0.1, -0.1, -0.1], [-0.2, -0.2, 0.4], [0.1, 1.1, -0.2], [0.5, -2.0, 0.4], [-0.4, 1.5, 0.0], [0.3, -1.1, -0.5], [-0.1, -0.2, -0.1], [-0.5, -0.4, -0.2], [0.1, 1.0, -0.4], [-0.2, 1.0, 0.1], [0.0, 0.1, 0.3], [-0.3, -0.4, 0.2], [-0.1, 0.0, 0.0], [0.0, -0.1, -0.2], [0.5, -0.6, -0.5], [-0.2, 0.0, 0.0], [1.4, -1.0, -0.8], [-0.6, 0.5, 1.1], [-0.6, 0.7, 0.1], [0.0, 0.3, 0.2], [-0.4, -0.3, -0.2], [0.2, 0.2, -0.5], [0.3, 0.0, 0.1], [-0.2, 0.1, 0.1], [0.0, -0.1, 0.2], [0.3, -1.2, 0.4], [1.7, 0.3, 0.5], [-1.3, 1.1, -0.7], [0.1, -0.2, -0.1], [0.0, -0.2, -0.2], [-0.2, 0.4, -0.3], [-0.2, -0.2, 0.1], [-0.1, 0.0, 0.3], [-0.2, 0.2, -0.1], [0.0, -0.2, -0.1], [0.9, 0.6, -0.1], [0.7, -1.0, -0.3], [-1.0, -0.2, 1.0], [-0.4, 0.4, -0.8], [0.1, 0.0, -0.1], [-0.3, -0.1, -0.3], [0.0, -0.3, 0.1], [-0.1, 0.1, 0.4], [-0.2, 0.0, 0.1], [0.2, 0.4, -0.1], [0.3, 1.5, -0.4], [0.5, 0.1, -0.3], [-0.3, -3.1, 1.2], [-0.2, 1.2, 0.0], [0.3, 0.0, 0.1], [-0.2, 0.3, -0.2], [-0.4, 0.3, -0.1], [-0.3, -0.4, 0.1], [0.4, 0.0, -0.3], [-0.1, 0.0, 0.1], [-0.1, -0.6, 0.1], [0.0, -0.5, 1.2], [0.0, 0.3, -1.4], [-0.4, -0.4, 0.7], [-0.1, -0.1, -0.2], [0.2, 0.4, -0.2], [0.3, 0.0, 0.1], [0.0, 0.2, 0.2], [0.6, 0.3, 0.1], [-0.2, 0.1, -0.6], [-0.7, 0.1, -0.4], [0.0, 0.7, 0.0], [0.4, -0.5, 0.2], [0.3, -0.6, 0.7], [0.1, 0.3, -0.1], [0.0, -0.4, 0.5], [-0.2, 0.3, -0.1], [-0.2, 0.3, -0.6], [0.3, -0.2, -0.2], [-0.1, -0.1, 0.1], [0.4, 0.8, -0.3], [-1.0, 0.7, 0.4], [0.3, -0.1, -0.1], [-0.9, 0.0, -1.1], [0.5, -0.4, 0.4], [0.1, 0.2, -0.1], [-0.3, -0.3, 0.2], [0.8, -0.5, -0.2], [0.3, -0.5, 0.8], [-0.3, 0.1, 0.0], [0.3, 0.2, -0.1], [-1.7, -0.1, -1.6], [1.2, -0.3, 0.9], [0.6, -0.5, 1.2], [-0.3, -0.4, -0.3], [0.0, -0.3, 0.4], [-0.1, 0.2, -0.2], [0.0, 0.1, 0.0], [-0.6, 0.9, -0.1], [0.6, 0.1, -0.2]],
  "lowdin_charge": [-0.08, -0.08, -0.02, -0.14, 0.02, -0.06, -0.30, 0.07, 0.05, 0.11, 0.08, 0.11, 0.11, 0.11, -0.09, -0.07, 0.03, -0.12, 0.02, -0.06, -0.32, 0.04, 0.06, 0.09, 0.09, 0.11, 0.11, 0.10, -0.08, -0.06, -0.01, -0.13, 0.01, -0.07, -0.31, 0.04, 0.07, 0.11, 0.11, 0.12, 0.11, 0.10, -0.06, -0.06, 0.02, -0.12, -0.01, -0.08, -0.31, 0.05, 0.06, 0.11, 0.11, 0.11, 0.12, 0.11, -0.06, -0.09, -0.02, -0.13, -0.02, -0.06, -0.27, 0.04, 0.04, 0.11, 0.11, 0.11, 0.12, 0.11, -0.05, -0.05, 0.02, -0.12, -0.02, -0.08, -0.34, 0.05, 0.06, 0.09, 0.10, 0.11, 0.12, 0.09, -0.07, -0.07, -0.02, -0.11, 0.01, -0.06, -0.31, 0.07, 0.03, 0.10, 0.10, 0.09, 0.11, 0.10, 0.00, -0.49, 0.05, -0.04, 0.06, 0.09, 0.09, 0.06, 0.10, 0.09, -0.01, -0.46, 0.05, -0.03, 0.07, 0.08, 0.06, 0.07, 0.09, 0.09, -0.02, -0.45, 0.06, -0.02, 0.08, 0.08, 0.06, 0.06, 0.07, 0.08, -0.01, -0.54, 0.06, 0.01, 0.07, 0.10, 0.08, 0.09, 0.08, 0.07, -0.02, -0.48, 0.06, 0.00, 0.08, 0.10, 0.06, 0.07, 0.07, 0.07, -0.01, -0.48, 0.05, -0.02, 0.06, 0.09, 0.09, 0.05, 0.07, 0.10, -0.01, -0.51, 0.07, -0.01, 0.10, 0.05, 0.09, 0.07, 0.10, 0.06, -0.02, -0.49, 0.09, -0.01, 0.08, 0.08, 0.08, 0.08, 0.06, 0.04],
  "total_charge": 0,
  "lumo_ev": -1.5,
  "spin_multiplicity": 1,
  "de_lowest_kcal_mol": 18.5,
  "homo_energy_ha": -0.3503
}